(1)
This record from the OMol25 dataset describes C31H18Cl8NNiO3P as an isolated structure. The level of theory is ωB97M-V with the def2-TZVPD basis set.

Positions of all 63 atoms, in Å:
Ni1 -1.2561 0.5134 -0.7944
Cl1 -1.1075 -2.2090 5.8326
C1 -1.0763 -1.2698 4.3887
C2 -1.8331 -1.6448 3.2854
Cl2 -2.7959 -3.0715 3.3608
C3 -1.7789 -0.9107 2.1060
Cl3 -2.6483 -1.4758 0.7179
C4 -0.9649 0.2356 1.9888
O1 -0.8661 0.9888 0.9251
C5 -0.2096 0.5909 3.1244
Cl4 0.8171 1.9655 2.9800
C6 -0.2578 -0.1449 4.2967
Cl5 0.7277 0.3082 5.6316
Cl6 -3.0719 6.1123 3.1577
C7 -2.8702 4.9067 1.9224
C8 -3.6459 3.7604 1.9554
C9 -3.4761 2.8100 0.9682
Cl7 -4.4276 1.3663 1.0102
C10 -2.5395 2.9536 -0.0713
O2 -2.3572 2.0431 -1.0154
C11 -1.7848 4.1319 -0.0486
Cl8 -0.5934 4.3662 -1.2888
C12 -1.9373 5.1047 0.9239
H1 -4.3726 3.6059 2.7398
H2 -1.3309 5.9984 0.9023
O3 -2.7588 0.8594 -3.0892
N1 -1.7809 0.0561 -2.5846
C13 -1.4508 -0.8801 -3.3857
C14 -0.4877 -1.9645 -3.1702
C15 -0.4994 -2.9666 -4.1411
C16 0.3449 -4.0603 -4.0558
C17 1.2289 -4.1661 -2.9938
C18 1.2615 -3.1717 -2.0267
C19 0.4159 -2.0702 -2.1023
P1 0.5086 -0.7468 -0.8749
C20 1.2132 -1.4869 0.6174
C21 0.6160 -2.6142 1.1840
C22 1.0773 -3.1107 2.3911
C23 2.1301 -2.4816 3.0452
C24 2.7301 -1.3662 2.4825
C25 2.2763 -0.8683 1.2689
C26 1.7700 0.3994 -1.5036
C27 2.7548 -0.0008 -2.4053
C28 3.6969 0.9122 -2.8514
C29 3.6607 2.2252 -2.3992
C30 2.6826 2.6265 -1.5020
C31 1.7353 1.7177 -1.0530
H3 -2.8345 1.5771 -2.3972
H4 -1.9838 -0.8942 -4.3319
H5 -1.1906 -2.8852 -4.9708
H6 0.3098 -4.8279 -4.8171
H7 1.8946 -5.0153 -2.9167
H8 1.9548 -3.2509 -1.1990
H9 -0.2222 -3.0930 0.6905
H10 0.5985 -3.9745 2.8345
H11 2.4732 -2.8578 4.0004
H12 3.5440 -0.8690 2.9934
H13 2.7385 0.0128 0.8446
H14 2.7816 -1.0205 -2.7683
H15 4.4568 0.6003 -3.5559
H16 4.3948 2.9378 -2.7524
H17 2.6431 3.6501 -1.1530
H18 0.9730 2.0332 -0.3507

Results
* LUMO energy (alpha / beta): -0.776 / -0.774 eV
* E_HOMO (alpha / beta): -8.06 / -8.06 eV
* HOMO-LUMO gap (alpha / beta): 7.28 / 7.28 eV
* energy relative to the best compared isomer or geometry (same formula, charge and spin): 0.00 kcal/mol

***

(2)
This record from the OMol25 dataset describes C31H20Br2MgN6O3 as an isolated structure. The level of theory is ωB97M-V with the def2-TZVPD basis set.

Positions of all 63 atoms, in Å:
Mg1 0.0321 -0.2694 -0.0875
C1 8.8887 0.0072 -0.6447
O1 7.8296 0.2504 -1.5519
C2 7.1395 1.4118 -1.4198
C3 7.4138 2.3869 -0.4679
C4 6.6501 3.5475 -0.4499
C5 5.5850 3.7209 -1.3207
C6 5.3343 2.7464 -2.2938
C7 6.1113 1.6080 -2.3417
N1 4.9114 4.9859 -1.2194
N2 3.6811 5.1174 -1.3213
C8 2.8027 3.9926 -1.3776
C9 1.9647 3.8772 -2.4619
C10 1.1178 2.7747 -2.6293
C11 1.0355 1.7570 -1.6830
O2 0.2997 0.6934 -1.8048
C12 1.7883 1.9785 -0.4623
N3 1.5680 1.1036 0.5584
C13 2.2412 1.2280 1.6812
C14 3.1767 2.2526 1.8938
C15 3.3843 3.1717 0.9013
C16 2.6850 3.0641 -0.3199
H1 9.2912 -0.9673 -0.9036
H2 8.5332 -0.0115 0.3885
H3 9.6763 0.7588 -0.7399
H4 8.2242 2.2729 0.2361
H5 6.8752 4.3425 0.2505
H6 4.5509 2.8818 -3.0227
H7 5.9466 0.8488 -3.0969
H8 2.0044 4.6402 -3.2306
H9 0.5218 2.6754 -3.5282
H10 2.0284 0.5092 2.4648
H11 3.6988 2.3129 2.8382
H12 4.0721 3.9940 1.0557
Br1 -2.7012 -4.3586 0.5365
C17 -3.2769 -2.5751 0.2906
C18 -4.6294 -2.3379 -0.0016
C19 -5.0890 -1.0697 -0.2015
Br2 -6.9209 -0.7999 -0.6037
C20 -4.2035 0.0338 -0.1121
C21 -4.5701 1.3850 -0.2929
C22 -3.6237 2.3703 -0.1936
C23 -2.2929 2.0133 0.0754
N4 -1.9217 0.7695 0.2699
C24 -2.8479 -0.2199 0.1898
C25 -2.3407 -1.5580 0.3938
O3 -1.0771 -1.7365 0.6292
H13 -5.3034 -3.1806 -0.0723
H14 -5.6005 1.6268 -0.5153
H15 -3.8773 3.4119 -0.3315
H16 -1.5164 2.7688 0.1218
N5 5.1984 -2.0453 -3.6414
C26 4.4371 -2.2647 -2.8092
C27 3.4928 -2.5399 -1.7643
C28 3.5741 -3.7027 -1.0003
C29 2.6283 -3.9173 -0.0165
C30 1.6385 -2.9667 0.1785
N6 1.5752 -1.8434 -0.5423
C31 2.4733 -1.6319 -1.5014
H17 4.3641 -4.4175 -1.1873
H18 2.6447 -4.8104 0.5923
H19 0.8459 -3.1052 0.9052
H20 2.3701 -0.7126 -2.0677

Results
* LUMO energy: -0.406 eV
* E_HOMO: -7.42 eV
* HOMO-LUMO gap: 7.01 eV
* energy relative to the best compared isomer or geometry (same formula, charge and spin): 4.53 kcal/mol

***

(3)
This record from the OMol25 dataset describes C31H21AgN5O2S2 as an isolated structure. The level of theory is ωB97M-V with the def2-TZVPD basis set.

Positions of all 62 atoms, in Å:
Ag1 0.5823 0.3231 0.1192
C1 -2.5969 2.5022 -2.8737
O1 -3.2338 1.5018 -2.0376
C2 -2.1943 0.8515 -1.4472
N1 -1.0231 1.0782 -1.8547
C3 -1.1306 2.0355 -2.9651
C4 -0.1297 3.1646 -2.8854
C5 0.4441 3.5355 -1.6758
C6 1.3460 4.5905 -1.6336
C7 1.6680 5.2857 -2.7891
C8 1.0919 4.9208 -3.9984
C9 0.2005 3.8591 -4.0451
C10 -2.5545 -0.0676 -0.3376
C11 -3.8816 -0.2483 0.0266
C12 -4.1621 -1.0989 1.0835
C13 -3.1181 -1.7276 1.7377
C14 -1.8201 -1.4749 1.3081
N2 -1.5389 -0.6689 0.2859
C15 -0.6649 -2.0666 2.0253
N3 0.5204 -1.6474 1.9577
C16 1.3186 -2.4501 2.8857
C17 0.3143 -3.5048 3.4155
O2 -0.9593 -3.1037 2.8552
C18 2.5428 -3.0579 2.2425
C19 3.4405 -3.7619 3.0412
C20 4.5561 -4.3663 2.4854
C21 4.7906 -4.2603 1.1205
C22 3.9108 -3.5423 0.3265
C23 2.7875 -2.9432 0.8814
H1 -2.6790 3.4658 -2.3678
H2 -3.1210 2.5305 -3.8261
H3 -0.9585 1.4795 -3.8931
H4 0.2237 2.9950 -0.7631
H5 1.8069 4.8469 -0.6874
H6 2.3785 6.1018 -2.7505
H7 1.3504 5.4495 -4.9074
H8 -0.2270 3.5539 -4.9947
H9 -4.6574 0.2731 -0.5128
H10 -5.1843 -1.2605 1.3995
H11 -3.2811 -2.3944 2.5709
H12 1.6443 -1.7902 3.6951
H13 0.2142 -3.5067 4.4995
H14 0.5408 -4.5106 3.0605
H15 3.2713 -3.8256 4.1113
H16 5.2502 -4.9050 3.1180
H17 5.6677 -4.7196 0.6828
H18 4.1069 -3.4238 -0.7311
H19 2.1294 -2.3406 0.2700
S1 0.5795 2.1903 1.8087
C24 2.1909 2.8014 1.4995
C25 2.5462 3.9832 2.1624
C26 3.7803 4.5979 2.0227
C27 4.0568 5.8088 2.7405
N4 4.2646 6.7853 3.3138
C28 4.7315 4.0113 1.1742
C29 4.4026 2.8424 0.5086
C30 3.1601 2.2036 0.6337
S2 2.9594 0.7468 -0.3141
C31 6.0283 4.5940 0.9769
N5 7.0715 5.0480 0.8022
H20 1.8111 4.4370 2.8144
H21 5.1361 2.3945 -0.1490

Results
* LUMO energy: 1.790 eV
* E_HOMO: -3.61 eV
* HOMO-LUMO gap: 5.40 eV
* charge: -1

***

(4)
This record from the OMol25 dataset describes C31H21BrCsF5N8O3S4 as an isolated structure at a distorted geometry. The level of theory is ωB97M-V with the def2-TZVPD basis set.

Positions of all 74 atoms, in Å:
Cs1 -1.0301 -0.2430 -0.9739
O1 -0.1423 2.5369 -4.3733
C1 0.2467 1.8733 -3.3845
N1 0.2400 0.4823 -3.3082
C2 0.8979 -0.2223 -4.2883
O2 1.6790 0.2914 -5.1164
C3 0.6569 -1.7322 -4.3722
C4 1.1847 -2.5278 -5.4600
C5 1.1090 -3.9109 -5.4097
C6 0.4095 -4.4658 -4.3213
C7 -0.1517 -3.6807 -3.3337
N2 -0.1094 -2.3225 -3.4305
C8 0.5261 2.5906 -2.0436
C9 0.1253 3.9884 -2.1400
C10 0.1764 4.7634 -0.9931
C11 0.6536 4.1557 0.1887
C12 1.0107 2.7954 0.1437
N3 1.0284 2.0321 -0.9214
H1 1.7020 -1.9795 -6.2979
H2 1.5509 -4.5801 -6.1134
H3 0.4033 -5.5532 -4.3272
H4 -0.7268 -4.0558 -2.4510
H5 -0.1060 4.3249 -3.1601
H6 -0.1380 5.8335 -1.0266
H7 0.6761 4.6881 1.1703
H8 1.2340 2.2755 1.0697
O3 -6.8402 1.2009 -3.8374
C13 -5.5788 1.5174 -3.3762
C14 -4.5694 2.0833 -4.0923
C15 -3.3515 2.3204 -3.4302
N4 -3.1354 1.9547 -2.1368
C16 -4.1692 1.3936 -1.5097
Br1 -4.2611 1.4514 0.4299
C17 -5.3448 1.0030 -2.0595
H9 -6.8707 1.4067 -4.7632
H10 -4.7512 2.3876 -5.1573
H11 -2.4929 2.8239 -3.8884
H12 -6.1265 0.4972 -1.5219
S1 2.6067 -5.0080 -0.6919
C18 2.1201 -4.8616 0.8899
N5 0.9118 -5.5481 1.2184
C19 0.3780 -5.4518 2.4704
C20 1.1073 -4.7298 3.4240
C21 2.2959 -4.1171 3.0548
N6 2.7670 -4.1561 1.8062
H13 0.4028 -5.8812 0.3687
H14 -0.5005 -6.0030 2.7329
H15 0.6674 -4.5490 4.4019
H16 2.9032 -3.6464 3.8854
F1 -4.3906 -4.1197 1.2003
C22 -3.5233 -3.7028 0.2493
F2 -2.9127 -4.7892 -0.3696
C23 -4.2423 -2.7079 -0.7140
F3 -5.3822 -3.2447 -1.2146
F4 -4.6140 -1.6826 -0.0054
F5 -3.4228 -2.3684 -1.7244
S2 2.2321 0.3436 7.0664
C24 1.6319 1.0771 5.6904
S3 0.3425 0.2234 4.9325
C25 0.4059 1.2372 3.5193
N7 1.1735 2.3083 3.7850
N8 1.9701 2.1344 4.9171
C26 3.1739 2.8581 5.1035
C27 4.2352 2.4220 5.9004
C28 5.3972 3.2309 6.0924
C29 5.4812 4.3749 5.3476
C30 4.4393 4.7732 4.4588
C31 3.3138 3.9916 4.3110
S4 -0.4730 0.8596 2.1626
H17 4.2192 1.3976 6.3129
H18 6.2055 2.9351 6.7140
H19 6.3090 5.1212 5.3563
H20 4.5657 5.6488 3.8390
H21 2.5911 4.2329 3.5254

Results
* LUMO energy: 3.416 eV
* E_HOMO: -0.76 eV
* HOMO-LUMO gap: 4.17 eV
* charge: -2
* energy relative to the best compared isomer or geometry (same formula, charge and spin): 72.08 kcal/mol

***

(5)
This record from the OMol25 dataset describes C31H21Cl2FLaN10O6S as an isolated structure. The level of theory is ωB97M-V with the def2-TZVPD basis set.

Positions of all 73 atoms, in Å:
La1 0.0245 0.0904 -0.9485
Cl1 2.1335 5.0334 -5.6263
C1 1.9618 4.1976 -4.1067
C2 1.7539 2.8287 -4.1265
C3 1.6062 2.1050 -2.9440
N1 1.3972 0.7027 -2.8915
C4 1.7616 -0.0809 -3.9178
O1 2.2218 0.2188 -5.0207
C5 1.6387 -1.5736 -3.6430
C6 2.5193 -2.4133 -4.3202
C7 2.4014 -3.7772 -4.1475
C8 1.3776 -4.2595 -3.3402
C9 0.5572 -3.3493 -2.7029
N2 0.6992 -2.0245 -2.8123
C10 1.6784 2.7921 -1.7052
C11 1.8995 4.1670 -1.7116
C12 2.0346 4.8670 -2.8985
Cl2 2.3009 6.5874 -2.8234
N3 1.4946 2.0348 -0.5234
C13 1.9945 2.4616 0.6435
O2 2.6882 3.4506 0.8928
C14 1.6704 1.5553 1.8317
C15 2.1780 1.8919 3.0822
C16 1.8622 1.0978 4.1693
C17 1.0367 -0.0049 3.9835
C18 0.5781 -0.2655 2.7088
N4 0.8951 0.4857 1.6534
H1 1.7080 2.3155 -5.0716
H2 3.2498 -1.9650 -4.9783
H3 3.0783 -4.4589 -4.6489
H4 1.2139 -5.3209 -3.2047
H5 -0.2582 -3.6926 -2.0807
H6 1.9692 4.6982 -0.7774
H7 2.7958 2.7759 3.1542
H8 2.2416 1.3397 5.1551
H9 0.7414 -0.6416 4.8076
H10 -0.0911 -1.0980 2.5182
N5 -4.3884 -1.6986 -1.5235
C19 -3.0330 -1.5641 -1.4910
S1 -2.3300 -0.5081 -2.6476
N6 -2.4622 -2.3561 -0.5794
N7 -1.1514 -2.1378 -0.3687
C20 -0.5536 -3.0152 0.3486
C21 0.8889 -2.9223 0.6066
C22 1.5320 -3.9029 1.3546
C23 2.8976 -3.8134 1.5543
C24 3.5966 -2.7508 1.0035
C25 2.8816 -1.8103 0.2826
N8 1.5669 -1.8868 0.0904
H11 -4.8558 -1.3432 -2.3380
H12 -4.7808 -2.4929 -1.0454
H13 -1.1099 -3.8719 0.7233
H14 0.9534 -4.7198 1.7674
H15 3.4148 -4.5669 2.1352
H16 4.6649 -2.6423 1.1330
H17 3.3756 -0.9460 -0.1501
F1 -4.1815 -1.1988 4.3336
C26 -4.1245 0.0998 3.9930
C27 -3.8150 0.4657 2.7500
N9 -3.7382 1.7890 2.3631
C28 -3.4044 2.1645 0.9828
C29 -2.2132 1.4302 0.3988
O3 -1.6663 1.9758 -0.5864
O4 -1.8645 0.3139 0.8716
C30 -4.0310 2.8070 3.2511
O5 -4.0534 3.9849 2.9591
N10 -4.3393 2.3729 4.5296
C31 -4.4138 1.0715 5.0237
O6 -4.6933 0.8482 6.1827
H18 -3.5814 -0.2595 1.9848
H19 -3.1994 3.2260 0.9643
H20 -4.2576 1.9765 0.3272
H21 -4.5445 3.1105 5.1868

Results
* LUMO energy: 1.494 eV
* E_HOMO: -4.86 eV
* HOMO-LUMO gap: 6.35 eV
* charge: -1
* energy relative to the best compared isomer or geometry (same formula, charge and spin): 10.68 kcal/mol

***

(6)
This record from the OMol25 dataset describes C31H21I2N6O6PTa as an isolated structure. The level of theory is ωB97M-V with the def2-TZVPD basis set.

Positions of all 68 atoms, in Å:
Ta1 0.0052 -0.4034 0.3912
I1 -3.4136 2.9761 -1.2380
C1 -2.2202 3.1237 0.4494
C2 -2.4261 4.1582 1.3935
C3 -1.6154 4.3016 2.4880
I2 -1.9693 5.8793 3.8001
C4 -0.5500 3.3855 2.7225
C5 0.3894 3.4303 3.7757
C6 1.3627 2.4726 3.8552
C7 1.3857 1.4249 2.9207
N1 0.5301 1.3479 1.9262
C8 -0.3986 2.3380 1.8030
C9 -1.2012 2.2384 0.6488
O1 -0.8535 1.2496 -0.1909
H1 -3.2349 4.8556 1.2267
H2 0.3318 4.2216 4.5108
H3 2.0896 2.4800 4.6523
H4 2.0984 0.6186 3.0195
O2 1.7474 -3.4864 -0.8573
C10 0.8745 -2.7226 -1.1595
O3 -0.0510 -2.3023 -0.2801
C11 0.7131 -2.0817 -2.5319
P1 -0.0968 -0.4657 -2.2303
C12 -1.7792 -0.5923 -2.8658
C13 -2.0248 -0.4446 -4.2312
C14 -3.3089 -0.6030 -4.7232
C15 -4.3521 -0.9085 -3.8594
C16 -4.1124 -1.0598 -2.5022
C17 -2.8289 -0.8981 -2.0034
C18 0.7631 0.8429 -3.1134
C19 2.1572 0.8235 -3.1785
C20 2.8341 1.8719 -3.7774
C21 2.1292 2.9481 -4.2971
C22 0.7453 2.9796 -4.2150
C23 0.0594 1.9315 -3.6226
H5 0.0637 -2.7073 -3.1478
H6 1.6818 -1.9988 -3.0211
H7 -1.2169 -0.2039 -4.9110
H8 -3.4951 -0.4885 -5.7816
H9 -5.3545 -1.0268 -4.2467
H10 -4.9230 -1.2984 -1.8281
H11 -2.6622 -1.0137 -0.9395
H12 2.7176 -0.0020 -2.7594
H13 3.9130 1.8490 -3.8377
H14 2.6605 3.7642 -4.7656
H15 0.1956 3.8198 -4.6148
H16 -1.0210 1.9653 -3.5548
C24 2.6979 -4.3569 3.4084
N2 2.6575 -3.1391 2.5998
C25 3.7247 -2.7439 1.8798
C26 3.6962 -1.6957 1.0078
C27 2.4457 -1.0725 0.9016
O4 2.0719 -0.2144 -0.0048
N3 1.4319 -1.3591 1.7239
C28 1.4142 -2.4951 2.4987
O5 0.4273 -2.9015 3.0604
H17 3.7373 -4.6054 3.6051
H18 2.2103 -5.1707 2.8733
H19 2.1720 -4.1802 4.3428
H20 4.6191 -3.3370 2.0178
H21 4.5343 -1.4299 0.3884
O6 -1.5729 -0.8066 1.3379
N4 -2.4589 -1.4241 2.1130
C29 -2.1606 -1.4711 3.3565
C30 -3.1113 -2.1204 4.2173
N5 -3.8587 -2.6173 4.9290
C31 -0.9806 -0.9274 3.9683
N6 -0.0358 -0.5216 4.4767

Results
* LUMO energy: -3.888 eV
* E_HOMO: -11.03 eV
* HOMO-LUMO gap: 7.14 eV
* charge: +1
* energy relative to the best compared isomer or geometry (same formula, charge and spin): 11.34 kcal/mol

***

(7)
This record from the OMol25 dataset describes a 2-piece molecular cluster, C31H22Cl3FP overall at a distorted geometry. The level of theory is ωB97M-V with the def2-TZVPD basis set.

Positions of all 58 atoms, in Å:
Cl1 5.5586 -4.8868 -0.1968
C1 4.1537 -3.9454 0.0675
C2 3.5966 -3.2161 -0.9929
C3 2.4318 -2.4810 -0.7842
C4 1.8180 -2.4655 0.4840
P1 0.2453 -1.5126 0.5932
C5 -0.8957 -2.8550 0.0453
C6 -2.2562 -2.5023 -0.0329
C7 -3.2137 -3.4485 -0.3899
C8 -2.8135 -4.7640 -0.6649
Cl2 -3.9903 -5.9436 -1.0555
C9 -1.4643 -5.1242 -0.6176
C10 -0.5100 -4.1687 -0.2566
C11 -0.0209 -1.6904 2.4102
C12 0.6328 -0.7365 3.2146
C13 0.5422 -0.8040 4.6029
C14 -0.2012 -1.8340 5.1975
Cl3 -0.2812 -1.9449 6.9037
C15 -0.8743 -2.7739 4.4132
C16 -0.7750 -2.7026 3.0207
C17 2.4013 -3.1817 1.5390
C18 3.5720 -3.9175 1.3374
H1 4.0746 -3.2299 -1.9668
H2 1.9797 -1.9232 -1.6048
H3 -2.5591 -1.4832 0.2059
H4 -4.2626 -3.1776 -0.4549
H5 -1.1597 -6.1386 -0.8587
H6 0.5325 -4.4738 -0.2032
H7 1.2205 0.0506 2.7414
H8 1.0397 -0.0681 5.2262
H9 -1.4699 -3.5524 4.8815
H10 -1.2883 -3.4560 2.4274
H11 1.9507 -3.1896 2.5289
H12 4.0256 -4.4630 2.1601
F1 3.5744 4.5553 2.5204
C19 2.7878 3.8848 1.6251
C20 1.4376 3.7219 1.9269
C21 0.6535 3.0526 1.0077
C22 1.1812 2.5237 -0.2125
C23 0.2627 1.8183 -1.0406
C24 0.3846 1.3241 -2.3680
C25 -0.7859 0.7127 -2.9196
C26 -0.7896 0.1415 -4.1775
C27 0.3791 0.1536 -4.9531
C28 1.5381 0.7564 -4.4524
C29 1.5449 1.3490 -3.1942
C30 2.5730 2.7114 -0.4468
C31 3.3719 3.3980 0.4604
H13 1.0141 4.1082 2.8491
H14 -0.4073 2.9037 1.2056
H15 -0.7556 1.7958 -0.6481
H16 -1.6864 0.7090 -2.3064
H17 -1.7038 -0.3114 -4.5604
H18 0.3768 -0.2966 -5.9415
H19 2.4463 0.7722 -5.0572
H20 2.4491 1.8410 -2.8604
H21 3.0428 2.3045 -1.3330
H22 4.4315 3.5492 0.2693

Results
* LUMO energy: -5.901 eV
* E_HOMO: -10.72 eV
* HOMO-LUMO gap: 4.82 eV
* charge: +1

***

Respective DFT total energy values: -7003.844375, -7095.834670, -2561.643397, -6543.920044, -3643.383276, -2967.619818, -3016.045758 a.u..